Computed, not measured: a single C18H22N2O5S molecule at a distorted geometry, with wB97M-V/def2-TZVPD.

Structure (ORCA input):
```
! wB97M-V def2-TZVPD RIJCOSX def2/J DEFGRID3
* xyz 0 1
C -5.9928 -0.8738 -0.0589
O -5.1755 0.2315 -0.3597
C -3.8792 0.2115 0.0625
C -3.2739 -0.8293 0.7497
C -1.9463 -0.7233 1.1369
C -1.2068 0.4089 0.8449
N 0.1303 0.5808 1.2155
C 0.9686 -0.3010 1.8086
O 0.6752 -1.3971 2.2317
C 2.3914 0.2685 1.8548
N 2.8338 0.5807 0.5148
C 3.5923 -0.4256 -0.1898
C 2.7405 -1.6443 -0.4461
C 1.4751 -1.5093 -1.0043
C 0.6630 -2.6139 -1.1797
C 1.1116 -3.8706 -0.8110
C 2.3753 -4.0158 -0.2673
C 3.1822 -2.9071 -0.0798
S 2.9754 2.1572 0.0340
C 2.0109 2.2228 -1.4962
O 2.2967 2.9524 1.0181
O 4.3337 2.4753 -0.2985
C -1.8156 1.4576 0.1260
O -1.0050 2.5263 -0.1633
C -1.5937 3.6939 -0.6867
C -3.1382 1.3547 -0.2513
H -6.0797 -1.0264 1.0214
H -6.9728 -0.6352 -0.4691
H -5.6182 -1.7900 -0.5264
H -3.8161 -1.7261 0.9997
H -1.4741 -1.5268 1.6765
H 0.5114 1.4977 1.0065
H 3.0591 -0.4595 2.3238
H 2.3939 1.1940 2.4350
H 3.9272 0.0311 -1.1245
H 4.4876 -0.7066 0.3813
H 1.1168 -0.5299 -1.2842
H -0.3258 -2.4904 -1.5963
H 0.4757 -4.7332 -0.9420
H 2.7301 -4.9927 0.0258
H 4.1618 -3.0237 0.3615
H 2.3419 1.4370 -2.1613
H 0.9643 2.1217 -1.2400
H 2.2023 3.1919 -1.9401
H -2.4082 4.0480 -0.0495
H -0.7983 4.4373 -0.7053
H -1.9690 3.5327 -1.7024
H -3.6392 2.1378 -0.7954
*
```

Summary:
orbital gap	8.45	eV
energy above the lowest of the compared OMol25 structures with the same formula, charge and spin	1.225	eV
SMILES	COc1ccc(NC(=O)CN(Cc2ccccc2)S(C)(=O)=O)c(OC)c1